No. 1
{"formula": "C38H37AuBFN5P2S2", "method": "ωB97M-V with the def2-TZVPD basis set", "elements": ["Au", "C", "N", "C", "C", "N", "B", "N", "C", "C", "N", "C", "C", "S", "C", "S", "H", "H", "H", "H", "H", "H", "H", "H", "H", "H", "H", "H", "N", "P", "C", "C", "C", "C", "C", "C", "C", "C", "C", "C", "C", "C", "P", "C", "C", "C", "C", "C", "C", "C", "C", "C", "C", "C", "C", "H", "H", "H", "H", "H", "H", "H", "H", "H", "H", "H", "H", "H", "H", "H", "H", "H", "H", "H", "H", "H", "F", "C", "C", "C", "C", "C", "C", "H", "H", "H", "H"], "xyz": [[0.19, 0.74, -0.06], [0.26, -2.80, 2.76], [1.52, -2.88, 2.05], [2.78, -2.77, 2.62], [3.67, -2.92, 1.62], [2.96, -3.12, 0.44], [3.55, -3.32, -0.97], [3.34, -1.98, -1.83], [3.71, -2.00, -3.15], [3.40, -0.81, -3.70], [2.86, -0.04, -2.70], [2.45, 1.35, -2.85], [2.82, -0.78, -1.57], [2.37, -0.16, 0.00], [1.65, -3.08, 0.72], [0.40, -3.25, -0.44], [0.41, -3.11, 3.79], [-0.46, -3.47, 2.28], [-0.14, -1.79, 2.74], [2.92, -2.60, 3.67], [4.74, -2.91, 1.63], [4.74, -3.53, -0.88], [2.95, -4.18, -1.55], [4.15, -2.88, -3.59], [3.54, -0.43, -4.70], [2.36, 1.56, -3.91], [3.18, 2.02, -2.40], [1.49, 1.52, -2.38], [-2.63, -0.07, 0.03], [-2.00, 1.39, 0.44], [-2.09, 1.64, 2.23], [-0.94, 1.66, 3.01], [-1.04, 1.75, 4.40], [-2.29, 1.82, 4.99], [-3.44, 1.80, 4.21], [-3.34, 1.72, 2.84], [-3.05, 2.62, -0.32], [-3.60, 2.34, -1.57], [-4.40, 3.28, -2.19], [-4.64, 4.50, -1.58], [-4.07, 4.79, -0.35], [-3.27, 3.86, 0.29], [-1.38, -1.31, -0.21], [-1.57, -1.50, -2.01], [-0.48, -1.29, -2.85], [-0.63, -1.35, -4.23], [-1.87, -1.65, -4.78], [-2.96, -1.87, -3.95], [-2.81, -1.79, -2.57], [-2.41, -2.57, 0.62], [-3.01, -2.25, 1.84], [-3.82, -3.17, 2.50], [-4.06, -4.41, 1.92], [-3.48, -4.73, 0.70], [-2.64, -3.83, 0.06], [-3.62, -0.27, 0.16], [0.04, 1.62, 2.55], [-0.14, 1.76, 5.00], [-2.37, 1.89, 6.07], [-4.41, 1.86, 4.68], [-4.24, 1.72, 2.23], [-3.40, 1.39, -2.05], [-4.84, 3.06, -3.16], [-5.26, 5.24, -2.07], [-4.26, 5.75, 0.13], [-2.83, 4.08, 1.25], [0.49, -1.10, -2.42], [0.22, -1.19, -4.88], [-1.99, -1.72, -5.85], [-3.93, -2.10, -4.37], [-3.67, -1.96, -1.93], [-2.82, -1.29, 2.31], [-4.27, -2.91, 3.45], [-4.71, -5.12, 2.42], [-3.66, -5.70, 0.25], [-2.18, -4.10, -0.88], [2.22, 6.54, 0.64], [1.80, 5.28, 0.46], [2.63, 4.24, 0.82], [2.19, 2.93, 0.63], [0.93, 2.68, 0.09], [0.12, 3.76, -0.27], [0.56, 5.07, -0.10], [3.60, 4.45, 1.23], [2.84, 2.13, 0.91], [-0.84, 3.62, -0.75], [-0.06, 5.91, -0.39]], "charge": 1, "homo_ev": -9.83}

***

No. 2
{"formula": "C44H35FMnN2O3S", "method": "ωB97M-V with the def2-TZVPD basis set", "elements": ["Mn", "O", "C", "C", "C", "C", "C", "C", "C", "C", "C", "O", "C", "C", "C", "C", "C", "C", "C", "C", "C", "C", "C", "C", "N", "C", "C", "C", "C", "C", "C", "C", "C", "C", "C", "C", "C", "H", "H", "H", "H", "H", "H", "H", "H", "H", "H", "H", "H", "H", "H", "H", "H", "H", "H", "H", "H", "H", "H", "H", "H", "H", "H", "H", "O", "N", "C", "C", "C", "C", "C", "S", "H", "H", "H", "H", "F", "C", "C", "C", "C", "C", "C", "H", "H", "H", "H"], "xyz": [[-0.01, 0.98, -0.34], [-1.77, 0.83, 0.68], [-2.79, -0.03, 0.88], [-2.89, -1.07, -0.26], [-1.71, -1.99, -0.33], [-1.80, -3.29, 0.16], [-0.71, -4.13, 0.02], [0.42, -3.66, -0.63], [0.43, -2.35, -1.09], [1.61, -1.81, -1.84], [2.52, -0.92, -0.95], [1.85, 0.14, -0.47], [3.04, -1.83, 0.20], [3.95, -2.86, 0.00], [4.33, -3.69, 1.05], [3.80, -3.50, 2.32], [2.91, -2.45, 2.53], [2.54, -1.62, 1.48], [3.74, -0.43, -1.75], [4.02, -0.75, -3.07], [5.13, -0.21, -3.72], [5.98, 0.66, -3.06], [5.70, 0.99, -1.73], [4.60, 0.45, -1.09], [-0.60, -1.52, -0.89], [-4.11, 0.78, 0.97], [-4.23, 1.69, 2.02], [-5.34, 2.51, 2.14], [-6.36, 2.44, 1.19], [-6.25, 1.55, 0.14], [-5.13, 0.73, 0.03], [-2.63, -0.83, 2.20], [-1.39, -0.82, 2.83], [-1.17, -1.59, 3.97], [-2.19, -2.37, 4.50], [-3.44, -2.37, 3.88], [-3.65, -1.60, 2.74], [-2.93, -0.51, -1.20], [-3.80, -1.68, -0.15], [-2.71, -3.62, 0.64], [-0.73, -5.14, 0.41], [1.29, -4.29, -0.78], [1.25, -1.17, -2.65], [2.17, -2.66, -2.26], [4.37, -3.01, -0.99], [5.04, -4.49, 0.87], [4.10, -4.14, 3.14], [2.51, -2.28, 3.52], [1.87, -0.78, 1.63], [3.36, -1.41, -3.62], [5.31, -0.46, -4.76], [6.83, 1.09, -3.57], [6.34, 1.68, -1.20], [4.36, 0.73, -0.07], [-3.42, 1.76, 2.74], [-5.40, 3.21, 2.96], [-7.23, 3.09, 1.28], [-7.03, 1.50, -0.61], [-5.06, 0.05, -0.81], [-0.61, -0.18, 2.42], [-0.20, -1.57, 4.45], [-2.02, -2.97, 5.39], [-4.25, -2.96, 4.29], [-4.63, -1.59, 2.27], [-1.21, 1.15, -2.26], [-1.21, 1.80, -3.39], [-2.31, 1.69, -4.16], [-2.44, 2.31, -5.38], [-1.36, 3.08, -5.83], [-0.24, 3.19, -5.05], [-0.10, 2.55, -3.78], [1.25, 2.64, -2.80], [-3.08, 1.08, -3.71], [-3.35, 2.19, -5.94], [-1.41, 3.60, -6.78], [0.61, 3.78, -5.36], [2.75, 4.65, 4.19], [2.11, 3.93, 3.20], [0.84, 3.46, 3.42], [0.22, 2.73, 2.40], [0.82, 2.42, 1.17], [2.12, 2.94, 1.03], [2.78, 3.69, 2.01], [0.34, 3.67, 4.37], [-0.79, 2.37, 2.58], [2.66, 2.74, 0.11], [3.78, 4.07, 1.87]], "multiplicity": 6, "charge": -2, "homo_ev": [-0.89, -1.78], "s_squared": 8.755}

***

No. 3
{"formula": "C16H14ClN3", "method": "ωB97M-V with the def2-TZVPD basis set", "elements": ["C", "C", "N", "N", "C", "C", "H", "N", "C", "C", "C", "C", "C", "C", "H", "H", "H", "H", "H", "H", "C", "C", "C", "C", "C", "C", "H", "H", "H", "Cl", "H", "H", "H", "H"], "xyz": [[0.15, 4.10, 2.60], [0.24, 2.72, 1.83], [-0.71, 1.95, 1.54], [-0.33, 0.91, 1.05], [0.84, 1.06, 0.85], [1.41, 2.28, 1.53], [2.42, 2.66, 1.68], [1.81, 0.15, 0.22], [1.59, -0.48, -0.96], [0.51, -0.26, -1.74], [0.52, -0.86, -2.95], [1.20, -1.84, -3.32], [2.01, -2.32, -2.44], [2.55, -1.64, -1.29], [3.22, -1.81, -0.71], [2.93, -3.13, -2.56], [0.86, -2.63, -4.05], [-0.50, -0.67, -3.43], [-0.03, 0.56, -1.63], [2.92, 0.07, 0.69], [-1.21, -0.01, 0.75], [-0.57, -1.36, 0.90], [-1.52, -2.41, 0.44], [-2.84, -2.12, 0.32], [-3.36, -0.66, -0.02], [-2.49, 0.15, 0.49], [-2.97, 1.21, 0.68], [-4.30, -0.55, -0.07], [-3.63, -2.89, 0.06], [-1.10, -4.11, 0.45], [0.35, -1.65, 0.92], [1.00, 4.75, 2.56], [-0.53, 4.78, 1.98], [-0.42, 4.06, 3.61]], "charge": 0, "homo_ev": -7.67}

***

No. 4
{"formula": "C56H98F6Li2N14P", "method": "ωB97M-V with the def2-TZVPD basis set", "elements": ["Li", "Li", "P", "F", "F", "F", "F", "F", "F", "C", "C", "C", "C", "N", "H", "H", "H", "H", "H", "H", "H", "C", "C", "C", "C", "N", "H", "H", "H", "H", "H", "H", "H", "C", "C", "C", "C", "N", "H", "H", "H", "H", "H", "H", "H", "C", "C", "C", "C", "N", "H", "H", "H", "H", "H", "H", "H", "C", "C", "C", "C", "N", "H", "H", "H", "H", "H", "H", "H", "C", "C", "C", "C", "N", "H", "H", "H", "H", "H", "H", "H", "C", "C", "C", "C", "N", "H", "H", "H", "H", "H", "H", "H", "C", "C", "C", "C", "N", "H", "H", "H", "H", "H", "H", "H", "C", "C", "C", "C", "N", "H", "H", "H", "H", "H", "H", "H", "C", "C", "C", "C", "N", "H", "H", "H", "H", "H", "H", "H", "C", "C", "C", "C", "N", "H", "H", "H", "H", "H", "H", "H", "C", "C", "C", "C", "N", "H", "H", "H", "H", "H", "H", "H", "C", "C", "C", "C", "N", "H", "H", "H", "H", "H", "H", "H", "C", "C", "C", "C", "N", "H", "H", "H", "H", "H", "H", "H"], "xyz": [[2.09, 1.44, 2.82], [-1.84, -1.93, -1.52], [0.11, -0.48, 0.05], [0.32, -1.16, 1.53], [-1.42, -0.29, 0.46], [0.37, 1.04, 0.60], [-0.23, 0.10, -1.40], [1.70, -0.54, -0.28], [-0.14, -2.04, -0.51], [-1.68, -2.61, 5.35], [-2.17, -1.15, 5.68], [-1.95, -0.12, 4.55], [-0.52, 0.08, 4.34], [0.63, 0.29, 4.12], [-1.81, -3.19, 6.26], [-0.62, -2.67, 5.09], [-2.31, -3.12, 4.61], [-1.59, -0.91, 6.57], [-3.24, -1.16, 5.90], [-2.27, 0.88, 4.81], [-2.42, -0.40, 3.61], [-0.06, -5.74, -5.02], [0.89, -6.77, -5.59], [2.28, -6.24, -5.93], [2.26, -5.27, -7.02], [2.30, -4.50, -7.90], [-0.57, -5.20, -5.82], [0.38, -4.99, -4.36], [-0.89, -6.23, -4.50], [0.49, -7.27, -6.47], [0.91, -7.55, -4.83], [3.04, -6.99, -6.18], [2.73, -5.83, -5.03], [1.70, 6.31, 1.60], [0.20, 6.55, 1.27], [-0.73, 7.21, 2.30], [-0.37, 8.57, 2.73], [-0.14, 9.61, 3.12], [1.86, 5.62, 2.43], [2.18, 7.25, 1.85], [2.06, 5.88, 0.66], [-0.25, 5.59, 1.01], [0.22, 7.04, 0.29], [-0.88, 6.50, 3.11], [-1.71, 7.23, 1.82], [1.12, -0.33, -7.40], [0.97, -1.12, -6.05], [-0.48, -1.51, -5.67], [-0.55, -2.06, -4.32], [-0.75, -2.57, -3.31], [0.60, 0.62, -7.30], [0.74, -0.91, -8.25], [2.17, -0.14, -7.62], [1.36, -0.45, -5.28], [1.55, -2.04, -6.03], [-0.78, -2.26, -6.41], [-1.18, -0.69, -5.80], [1.60, 3.06, 7.31], [1.55, 4.54, 6.88], [0.76, 4.83, 5.59], [0.80, 3.97, 4.42], [0.86, 3.23, 3.52], [1.98, 2.51, 6.46], [0.60, 2.66, 7.49], [2.23, 2.86, 8.17], [2.56, 4.90, 6.73], [1.14, 5.09, 7.72], [0.97, 5.87, 5.32], [-0.29, 4.84, 5.89], [-5.49, -1.61, 3.83], [-5.34, -1.85, 2.33], [-6.31, -2.93, 1.79], [-6.47, -4.20, 2.53], [-6.52, -5.20, 3.12], [-5.00, -0.66, 4.05], [-5.12, -2.46, 4.40], [-6.50, -1.38, 4.16], [-4.36, -2.21, 2.01], [-5.45, -0.91, 1.80], [-6.02, -3.35, 0.83], [-7.31, -2.50, 1.79], [-4.03, 4.01, 0.13], [-2.85, 3.02, 0.28], [-2.45, 2.95, 1.76], [-3.55, 2.77, 2.77], [-4.40, 2.65, 3.61], [-4.93, 3.65, 0.63], [-4.37, 4.16, -0.90], [-3.76, 4.91, 0.67], [-2.01, 3.29, -0.37], [-3.26, 2.08, -0.10], [-1.95, 3.91, 1.86], [-1.75, 2.14, 1.98], [1.62, -3.45, 3.43], [3.07, -3.73, 3.05], [3.51, -2.82, 1.81], [3.41, -1.33, 2.12], [3.34, -0.21, 2.30], [1.55, -2.51, 3.97], [1.28, -4.25, 4.09], [0.94, -3.49, 2.57], [3.17, -4.76, 2.71], [3.77, -3.69, 3.89], [2.86, -2.98, 0.94], [4.54, -3.04, 1.53], [8.21, 1.35, 3.08], [7.67, 1.44, 1.64], [6.62, 0.36, 1.32], [6.93, -0.77, 0.45], [7.20, -1.68, -0.15], [9.02, 2.06, 3.26], [8.74, 0.41, 3.28], [7.42, 1.53, 3.82], [8.51, 1.25, 0.97], [7.37, 2.45, 1.38], [5.93, 0.89, 0.66], [6.03, 0.08, 2.20], [2.99, -3.35, -3.16], [4.37, -2.75, -3.29], [4.59, -1.55, -2.37], [3.88, -0.35, -2.82], [3.33, 0.56, -3.29], [2.89, -4.10, -2.38], [2.66, -3.87, -4.06], [2.33, -2.50, -2.99], [4.53, -2.40, -4.31], [5.15, -3.44, -2.97], [5.66, -1.34, -2.25], [4.29, -1.69, -1.33], [-0.38, -5.56, 1.13], [-1.52, -5.23, 2.11], [-2.91, -4.97, 1.48], [-2.90, -3.88, 0.49], [-2.90, -3.05, -0.28], [0.54, -5.91, 1.59], [-0.18, -4.68, 0.53], [-0.59, -6.40, 0.47], [-1.13, -4.42, 2.73], [-1.58, -6.10, 2.76], [-3.70, -4.78, 2.21], [-3.20, -5.90, 1.00], [2.98, 5.00, -1.92], [2.69, 3.52, -2.34], [1.91, 2.70, -1.26], [2.51, 2.66, 0.07], [2.94, 2.55, 1.12], [2.06, 5.52, -1.65], [3.39, 5.63, -2.72], [3.66, 5.13, -1.09], [3.61, 3.07, -2.72], [2.07, 3.42, -3.23], [1.62, 1.69, -1.54], [0.96, 3.22, -1.15], [-6.20, 0.86, -1.05], [-6.77, -0.07, -2.13], [-5.71, -0.36, -3.23], [-4.34, -0.71, -2.81], [-3.33, -1.04, -2.41], [-7.05, 1.03, -0.39], [-5.72, 1.76, -1.42], [-5.44, 0.36, -0.46], [-7.64, 0.29, -2.68], [-6.98, -1.04, -1.68], [-5.60, 0.52, -3.86], [-6.10, -1.16, -3.86], [-1.15, 2.05, -3.43], [-2.25, 2.76, -4.20], [-1.82, 2.92, -5.62], [-0.51, 3.49, -5.71], [0.56, 3.92, -5.71], [-1.40, 1.97, -2.37], [-0.17, 2.52, -3.35], [-1.06, 1.02, -3.78], [-2.36, 3.72, -3.68], [-3.12, 2.13, -4.05], [-2.49, 3.59, -6.16], [-1.89, 1.92, -6.04]], "charge": 1, "homo_ev": -12.85}

***

No. 5
{"formula": "C5H12NO", "method": "ωB97M-V with the def2-TZVPD basis set", "elements": ["C", "C", "C", "C", "N", "C", "H", "H", "H", "H", "H", "H", "H", "H", "H", "H", "H", "H", "O"], "xyz": [[2.04, -1.35, 2.13], [1.29, -1.74, 0.84], [1.09, -0.62, -0.13], [-0.08, -0.06, -0.47], [0.05, 1.09, -1.32], [-0.81, 1.93, -1.75], [2.71, -2.18, 2.38], [2.76, -0.56, 1.86], [1.55, -1.02, 3.04], [1.81, -2.57, 0.35], [0.32, -2.09, 1.21], [2.03, -0.21, -0.50], [-0.97, -0.02, 0.16], [0.85, 0.97, -1.95], [-1.77, 1.99, -1.27], [-0.60, 2.45, -2.68], [-3.53, 0.99, -0.30], [-3.33, -0.11, 0.71], [-2.90, 0.64, 0.33]], "charge": 1, "homo_ev": -14.21}

***

No. 6
{"formula": "C5H6FeLiO2", "method": "ωB97M-V with the def2-TZVPD basis set", "elements": ["C", "C", "H", "H", "O", "C", "Fe", "H", "C", "C", "O", "Li", "H", "H", "H"], "xyz": [[0.82, 0.03, 0.95], [-0.45, -0.57, 1.32], [-1.04, 0.06, 1.99], [-0.35, -1.60, 1.71], [3.07, 0.40, 0.28], [1.88, -0.16, 0.15], [4.56, -0.09, 0.95], [1.76, -0.81, -0.73], [-1.17, -0.59, -0.12], [-1.38, 0.76, -0.71], [-1.45, 0.97, -1.91], [-1.69, 2.38, -3.09], [-2.21, -0.98, -0.07], [-0.73, -1.39, -0.72], [-1.59, 1.59, 0.00]], "multiplicity": 7, "charge": 3, "homo_ev": [-21.46, -21.72], "s_squared": 12.012}

***

Which electronic energy belongs to each record? In order, -3483.42877; -3682.03305; -1242.10897; -3914.87642; -327.39476; -1614.51504 Ha.